Record 1
The following is a quantum chemistry calculation of a molecular structure, C34H53AgN8O2P, from OMol25.

Properties
Highest occupied orbital energy (eV): -9.476
Relative energy (zero: lowest compared OMol25 entry of this formula, charge and spin) (kcal/mol): 17.4

Geometry as ORCA input:
```
! wB97M-V def2-TZVPD RIJCOSX def2/J DEFGRID3
* xyz 1 1
C -2.5587 1.0017 -2.6922
H 3.0806 -1.8465 -0.5413
H -2.9231 -3.4646 3.0219
C 1.2680 4.3352 -3.4624
C -4.0918 2.2006 -1.1903
H -1.2321 5.0057 -5.7308
H -2.6479 3.8598 1.8629
C 0.4616 -0.0338 3.5195
O 2.1632 3.6798 6.5559
N -2.8278 2.2236 -1.9301
C -3.2130 -4.0857 0.9800
H 1.4140 -0.1766 6.7734
H -1.1135 3.0880 1.4252
H -3.2425 -4.4214 -1.1510
H -3.5626 0.4727 -0.0496
H -2.4754 3.8486 -3.9564
H 0.7364 4.3019 -1.3619
H -3.8513 5.1342 0.0298
H -5.2859 0.8208 -0.0386
H 1.0283 4.3126 -5.6164
H -1.5517 -1.6081 3.6851
H 1.1401 5.9225 -4.9352
C -1.7277 3.9742 1.2694
C -2.8834 5.2014 -0.4886
N 4.0027 0.6857 -2.1987
C -1.3873 3.8699 -3.9094
P -1.4566 2.9803 -1.2733
H -4.4775 1.0435 -3.6507
C 3.6845 1.8950 -1.3644
H -1.9603 1.2444 -3.5723
N 2.2644 0.0691 -0.5086
H -1.1293 5.9620 -4.2651
H -1.9610 0.2932 -2.0951
H -3.0850 5.1827 -1.5594
C 4.5345 -0.4210 -1.3381
C -1.0774 -1.5491 2.7016
N -0.3347 2.0459 -0.7731
C 1.3404 2.0768 4.2691
Ag -0.7032 0.4075 0.4985
H 0.6883 1.6881 2.2586
C 0.6833 -0.5673 4.7902
H 0.8621 0.6387 -1.9174
C -1.8201 6.4776 1.3917
H 0.2182 5.7471 -2.2312
H -1.5521 -2.6642 -1.5892
C -2.1967 6.5039 -0.0894
H -1.2764 7.3844 1.6635
H -0.7961 5.1813 2.7959
H 4.6235 2.2624 -0.9523
C 0.8276 1.2852 3.2568
C 1.2231 0.2230 5.7866
N -0.9748 4.0121 -2.5123
H 3.2723 2.6482 -2.0362
C 2.6700 1.4566 -0.2832
H 1.6828 3.9809 5.7758
C 2.1070 2.3398 6.6903
H -3.9555 -4.8369 1.2138
H 3.0502 -0.6435 -3.5134
H -1.2968 6.6325 -0.6979
H 4.7116 0.9371 -2.8840
C -0.8159 5.0209 -4.7232
H 1.3145 -1.0855 -1.9667
H 5.4190 -0.0407 -0.8302
H -4.9141 2.5453 -1.8286
H -1.0250 2.9288 -4.3503
H 2.4737 1.0309 -3.5946
C -0.9953 5.2342 1.7217
C 0.3274 4.6585 -2.3080
H -2.8574 7.3476 -0.3015
H -5.6626 -0.2944 -2.0739
C 1.6948 -0.0701 -1.8522
H -4.2238 -1.1650 -1.5828
H 0.4599 -1.6092 4.9835
C 1.5372 1.5571 5.5450
H -4.0243 2.8934 -0.3560
N -1.3122 -2.1474 0.3790
C 3.4014 -0.8222 -0.3549
N -2.0634 4.0511 -0.1410
C -1.6878 -2.3689 1.6484
C 0.7179 4.9297 -4.7698
H -0.0300 5.2788 1.2059
H 3.1112 1.5302 0.7118
C -2.6390 -3.3242 1.9867
H -2.7356 6.4655 1.9935
H -3.6512 -0.4947 -3.7841
C -2.8206 -3.8602 -0.3291
H 2.2719 4.7152 -3.2541
H 4.8319 -1.2341 -1.9978
H 1.7609 2.0657 -0.3411
C -3.8610 0.3293 -3.1001
N -0.0808 -0.8043 2.4746
C 2.7703 0.2271 -2.9215
H 3.7651 -0.7665 0.6707
C -4.4014 0.7965 -0.6771
H 1.3370 3.2429 -3.5387
H 1.6114 3.0978 4.0238
C -4.6000 -0.1752 -1.8539
O 2.5661 1.8138 7.6627
C -1.8715 -2.8756 -0.5743
*
```

Atomic partial charges in e from the Löwdin method, atoms 1 to 8: -0.25, 0.13, 0.12, -0.19, -0.21, 0.11, 0.12, -0.27

---

Record 2
The following is a quantum chemistry calculation of a molecular structure, C34H53BrCl36N4S3 in a non-equilibrium geometry, from OMol25.

Properties
Highest occupied orbital energy (eV): -8.710
Relative energy (zero: lowest compared OMol25 entry of this formula, charge and spin) (kcal/mol): 0.0

Geometry as ORCA input:
```
! wB97M-V def2-TZVPD RIJCOSX def2/J DEFGRID3
* xyz 0 1
C 2.9695 -2.3789 -0.8589
H 2.4570 1.4938 5.5684
Cl 0.2295 -4.2539 -0.4605
H 2.3385 7.9326 1.8999
H 3.2370 -0.5018 -1.9238
Cl 5.7782 5.8206 9.2406
H 3.4496 -0.1604 -5.8089
H -6.0326 -3.0509 -6.6612
H 3.3674 -1.8968 -5.4362
C 3.1768 -2.8356 1.9994
C 0.7483 -3.5367 2.1527
C -3.8840 1.3784 -0.7607
H 1.4263 -3.1652 -11.4080
H -0.8032 -0.9593 3.1935
Cl 0.5205 2.6578 -3.7424
H -7.0562 -3.2279 -5.2199
H 4.7116 4.0327 10.3240
H -1.0874 0.1176 8.1108
H 0.4723 -0.2575 -0.7230
Cl 6.7652 3.0970 9.6680
H -1.4301 0.8779 -2.5431
Cl 0.0002 4.7762 7.8385
Cl -7.5458 1.4350 -9.2750
H -0.5278 4.3432 -5.0014
Cl -1.6472 2.3859 -5.6763
H -0.5790 -5.6697 -2.1635
H -1.9212 2.4176 -1.9049
H -2.5867 -0.2660 -1.0096
C -0.0941 1.7377 -1.1080
C -6.5097 -2.5296 -5.8399
S 0.6264 5.4545 -1.0127
H 4.9680 -4.7838 6.5008
N -0.3703 -3.0083 2.5083
C -6.3209 0.3683 -8.5760
Cl 4.5009 7.7898 0.9880
H -4.8918 -4.3894 -1.6559
H -2.7998 0.0174 7.6374
H 2.2041 -8.5885 0.6422
H 2.2238 -0.7257 0.7513
S 3.7770 -3.3574 0.4312
Cl 1.7467 -0.6550 -4.2651
C 0.3695 3.0956 -1.0403
Cl 2.0504 3.7452 5.0216
C 1.6518 -7.7075 0.3388
H -5.8440 -0.1836 -9.3770
S 4.2656 -2.5499 3.1709
Br -1.9305 0.7796 1.2218
Cl 2.0495 1.4292 3.2495
H 2.8598 6.2478 1.6586
C 2.0988 1.0942 -0.2351
N -0.3127 4.2068 -1.3315
C 1.4881 5.6125 8.2871
H -5.4399 -6.0600 -1.9175
H 1.2746 6.6693 8.3994
H 3.1190 8.7526 6.1789
H -7.7733 -2.7451 -0.6594
H -6.8063 -0.3109 -7.8853
C -2.4743 0.7578 -0.6640
Cl -1.6285 -1.9656 7.1676
C 2.9109 9.7663 6.4994
H 4.3261 -6.3823 -12.3372
Cl 0.4667 -7.3257 1.5936
Cl 2.1549 5.0063 9.8089
Cl -7.6488 -1.3488 -6.5019
C -1.4804 1.4633 -1.6240
C 0.7779 0.7825 -0.7084
H 3.5571 2.5931 0.1973
H 1.7690 -0.5598 2.9491
C 2.7896 -1.0056 -5.6518
C 5.7317 4.3933 10.2808
H -3.8679 2.3351 -1.2800
Cl 6.6078 -3.2242 5.8702
H -4.2504 1.5911 0.2341
Cl 1.6177 10.4186 5.4884
C 0.8642 -3.4079 -10.5162
N 1.9668 4.7138 -0.4964
H 4.3822 -3.1090 6.6117
C 3.1610 7.2336 1.9950
C 2.5643 2.3594 -0.1607
H -4.6005 0.6800 -1.1887
Cl -6.9377 -4.4745 -2.8054
Cl -5.2604 -1.7562 -4.8606
H 2.3213 -6.8616 0.2255
H 4.8557 -4.6948 -12.1537
Cl 3.6205 7.1310 3.7024
H 0.4948 3.2978 -6.0136
C -0.2246 3.3222 -5.2033
H 6.0756 4.6744 11.2689
H 4.5671 -0.9901 -0.8439
Cl 3.4880 -5.3991 -10.3739
Cl -3.8395 2.0906 4.0979
C 1.2449 -1.4960 2.7407
H 1.8827 -2.4196 -0.8289
H -5.2151 3.3761 2.6861
H -1.5246 -5.8043 -0.6647
C -5.3631 2.4941 3.2989
Cl 0.8847 -8.0370 -1.2210
C -5.7423 -5.0590 -1.6343
C 1.7749 2.0063 4.9001
Cl 2.7457 -4.8645 -13.1724
Cl -6.4017 -5.1026 0.0017
Cl -5.9336 1.1660 2.2817
C 2.9298 -0.0898 0.2156
H -8.4748 -2.8315 0.9721
H 0.7499 1.7953 5.1759
H 3.6800 0.2065 0.9473
Cl 0.4397 -1.9038 -9.6840
Cl 5.5457 -3.7756 8.5445
C -1.7820 -0.2177 7.3500
Cl -2.2313 -3.9950 -2.0056
H 0.8237 -4.5584 1.8439
H 3.7914 10.3858 6.3799
C 3.4830 -0.9328 -0.9589
C 4.0210 -5.3794 -12.0649
H 2.2217 5.4573 7.5036
Cl 1.8527 -1.2796 -7.1248
H -6.1128 2.6857 4.0571
C 1.6867 3.4138 -0.5612
C 5.2144 -3.7747 6.8077
H 3.2437 -2.8828 -1.7903
Cl -5.0827 1.2732 -7.6987
N 1.8144 -2.6577 2.2664
Cl -1.4175 0.6313 5.8401
C -0.0891 -1.6933 2.8712
C -8.1557 -2.1703 0.1753
Cl -0.5738 -4.3247 -10.9824
Cl 2.4628 9.7382 8.2111
Cl -6.8599 -1.1337 0.7877
C -1.0314 -5.1217 -1.3470
Cl -9.5475 -1.2286 -0.3746
H 1.4600 -4.0118 -9.8530
*
```

Atomic partial charges in e from the Löwdin method, atoms 1 to 8: -0.50, 0.04, 0.65, 0.03, 0.06, 0.49, 0.03, 0.04

---

Among the records above, which one has the highest relative energy (zero: lowest compared OMol25 entry of this formula, charge and spin)? C34H53AgN8O2P